<one>
Formula: C6H9N2O2
Source: OMol25
Level of theory: ωB97M-V/def2-TZVPD

```
19
Properties=species:S:1:pos:R:3:lowdin_charge:R:1
C -3.4938 0.9580 1.6659 -0.079
C 0.0168 0.4151 1.9346 -0.224
C -1.4159 0.1617 0.3079 -0.095
C -2.0544 0.6606 1.4367 -0.408
N -0.0992 0.0492 0.6211 0.027
N -1.1347 0.8495 2.4066 0.045
H 0.6624 -0.4686 -0.0178 0.042
H 1.0252 0.3426 2.3082 0.101
H -1.7855 -0.1149 -0.6645 0.102
H -3.9243 1.7341 1.0331 0.057
H -3.5884 1.3338 2.6878 0.061
H -4.0953 0.0517 1.5510 0.063
C 1.9861 0.5985 -2.2979 -0.032
C 2.0410 -0.8704 -1.9200 -0.735
O 1.4340 -1.2277 -0.8516 -0.082
O 2.6712 -1.6614 -2.6223 -0.039
H 2.3990 0.7645 -3.2852 0.061
H 2.6231 1.0768 -1.5392 0.075
H 1.0223 1.0615 -2.0973 0.060
```

Its LUMO energy is 3.73 eV. As for the HOMO energy: -0.172 Ha. As for the charge: -1.


<two>
Formula: C6H9N2O2
Source: OMol25
Level of theory: ωB97M-V/def2-TZVPD

```
19
Properties=species:S:1:pos:R:3:lowdin_charge:R:1
C -0.5826 -1.0497 3.6456 -0.080
C -1.7275 -1.2714 0.2713 -0.207
C -0.7479 -0.9640 2.1648 -0.401
C -0.1462 -0.1051 1.2427 -0.066
N -1.7726 -1.6000 1.5711 0.043
N -0.7808 -0.3407 0.0678 0.060
H -2.3920 -1.7301 -0.4355 0.097
H -0.4246 0.0571 -0.8248 0.084
H 0.5880 0.6783 1.3044 0.103
H -0.9890 -2.0160 3.9626 0.060
H -1.1767 -0.3376 4.2220 0.059
H 0.4667 -0.9891 3.9349 0.062
C 1.9846 1.9175 -3.0737 -0.057
C 1.2458 1.1032 -2.0354 -0.766
O 1.8581 0.8017 -0.9946 -0.066
O 0.0272 0.8589 -2.2981 -0.106
H 2.1750 2.9001 -2.6243 0.066
H 1.4351 1.9824 -4.0113 0.056
H 3.0138 1.6160 -3.2936 0.059
```

Its LUMO energy is 3.91 eV. As for the HOMO energy: -0.167 Ha. As for the charge: -1.


Stability ranking, top entry: <two>; the second entry is 1.8 kcal/mol less favorable.


<one>
Formula: C4H12NO2
Source: OMol25
Level of theory: ωB97M-V/def2-TZVPD

```
19
Properties=species:S:1:pos:R:3:lowdin_charge:R:1
C 1.6259 -0.4444 1.1366 -0.493
O 1.7170 -1.6650 1.6746 -0.359
C 0.2567 -0.2144 0.3281 -0.455
C -0.2427 1.2120 0.4950 -0.246
C -1.1949 1.6414 -0.6400 -0.122
N -0.7149 -1.2532 0.5850 0.021
H 2.4473 -0.2086 0.4127 0.078
H 1.5628 0.3470 1.9485 0.076
H 0.5584 -0.2836 -0.7171 0.074
H 0.6082 1.8840 0.6131 0.097
H -0.8395 1.2550 1.4131 0.101
H -0.7435 1.4351 -1.6117 0.061
H -2.1459 1.1224 -0.5454 0.059
H -1.3781 2.7177 -0.5502 0.053
H -1.1478 -1.1191 1.4943 0.060
H -0.1137 -2.0738 0.7229 0.054
H 0.6003 -1.4568 -1.8954 0.010
H -0.8355 -1.2659 -2.2470 0.020
O -0.0202 -1.6296 -2.6170 -0.090
```

Its LUMO energy is 3.89 eV. As for the HOMO energy: -0.097 Ha. As for the charge: -1.


<two>
Formula: C4H12NO2
Source: OMol25
Level of theory: ωB97M-V/def2-TZVPD

```
19
Properties=species:S:1:pos:R:3:lowdin_charge:R:1
C 1.9356 0.7388 -0.8269 -0.149
N 0.6908 1.4510 -1.1055 -0.148
C -0.4201 0.5133 -1.4561 -0.292
C -1.6233 0.6499 -0.5935 -0.175
C -1.1960 0.0746 0.8783 -0.461
O -0.9575 -1.2386 0.8711 -0.337
H 2.3435 0.4812 -1.7712 0.046
H 1.6947 -0.2434 -0.2400 0.077
H 2.6408 1.3435 -0.2149 0.078
H 0.3722 1.9893 -0.3101 0.073
H 0.0434 -0.4917 -1.7645 0.127
H -0.7558 0.9226 -2.4982 0.101
H -1.8721 1.7145 -0.5340 0.093
H -2.4688 0.1876 -0.9307 0.059
H -0.4173 0.6366 1.4379 0.087
H -2.0486 0.1754 1.5257 0.059
H 1.3082 -1.3835 1.0247 0.005
H 0.1251 -1.9136 1.7999 0.037
O 1.2102 -1.9408 1.9043 -0.280
```

Its LUMO energy is 4.15 eV. As for the HOMO energy: -0.112 Ha. As for the charge: -1.


Stability ranking, top entry: <one>; the second entry is 26.5 kcal/mol less favorable.


<one>
Formula: C4H12NO2
Source: OMol25
Level of theory: ωB97M-V/def2-TZVPD

```
19
Properties=species:S:1:pos:R:3:lowdin_charge:R:1
C -0.7589 -0.1883 -1.6259 -0.517
O -0.1965 -1.1128 -2.4143 -0.348
C -0.1088 -0.1859 -0.2175 -0.450
C -0.7606 0.7774 0.7502 -0.246
C -0.1209 2.1847 0.7252 -0.115
N -0.1412 -1.5849 0.2666 -0.002
H -0.8230 0.8308 -2.0700 0.084
H -1.8314 -0.4428 -1.3608 0.085
H 0.9450 0.0470 -0.4068 0.113
H -1.8484 0.7292 0.6581 0.098
H -0.5100 0.4232 1.7619 0.095
H -0.2250 2.6560 -0.2528 0.060
H 0.9360 2.0061 0.9281 0.067
H -0.5570 2.8248 1.4891 0.052
H -1.1018 -1.8316 0.5079 0.059
H 0.0083 -2.0451 -0.6577 0.062
H 2.3248 -1.3559 -0.0508 0.003
H 1.9970 -2.0132 1.2423 0.014
O 2.7722 -1.7188 0.7273 -0.113
```

Its LUMO energy is 3.95 eV. As for the HOMO energy: -0.101 Ha. As for the charge: -1.


<two>
Formula: C4H12NO2
Source: OMol25
Level of theory: ωB97M-V/def2-TZVPD

```
19
Properties=species:S:1:pos:R:3:lowdin_charge:R:1
C 1.4595 0.1518 1.4115 -0.082
C 0.2818 -0.3151 0.5483 -0.488
C -0.4470 0.7375 -0.2226 -0.196
C 0.4234 1.4702 -1.3826 -0.606
O 1.2822 2.3718 -1.0437 -0.307
N -0.6549 -1.1453 1.3752 0.004
H 2.2614 0.5390 0.7876 0.069
H 1.9585 -0.7447 1.8134 0.061
H 1.1450 0.8428 2.1928 0.072
H 0.7610 -0.9235 -0.2427 0.127
H -0.5334 1.6785 0.3439 0.101
H -1.3472 0.3071 -0.6593 0.083
H -0.4245 1.8078 -2.0636 0.065
H 0.8469 0.5437 -1.9730 0.082
H -0.9363 -0.5006 2.1101 0.073
H -0.1141 -1.8678 1.8266 0.062
H -2.3185 -2.1499 -1.3563 0.020
H -1.4988 -2.1506 -0.0364 -0.022
O -1.9253 -2.7433 -0.7000 -0.118
```

Its LUMO energy is 3.94 eV. As for the HOMO energy: -0.096 Ha. As for the charge: -1.


<three>
Formula: C4H12NO2
Source: OMol25
Level of theory: ωB97M-V/def2-TZVPD

```
19
Properties=species:S:1:pos:R:3:lowdin_charge:R:1
C -1.2621 1.0620 -0.4023 -0.095
C -0.4567 0.2190 0.5696 -0.485
C -1.2523 -0.8373 1.3702 -0.092
N 0.7242 -0.3882 -0.0849 -0.074
C 0.5619 -1.0349 -1.5445 -0.522
O -0.3090 -2.0093 -1.5432 -0.315
H -1.8378 0.3365 -1.0025 0.081
H -1.9211 1.8038 0.0498 0.059
H -0.6411 1.6420 -1.1016 0.066
H -0.0673 0.8761 1.3732 0.108
H -1.5805 -1.6587 0.7313 0.063
H -0.6666 -1.2228 2.2036 0.059
H -2.1711 -0.4334 1.8188 0.058
H 1.0011 -1.1470 0.5276 0.076
H 0.2677 -0.1907 -2.1894 0.062
H 1.6481 -1.3504 -1.6135 0.080
H 2.9122 1.9791 -0.1816 0.008
H 2.0781 0.9695 0.4463 -0.009
O 2.9721 1.3846 0.5732 -0.127
```

Its LUMO energy is 4.02 eV. As for the HOMO energy: -0.105 Ha. As for the charge: -1.


Stability ranking, top entry: <one>; the second entry is 5.9 kcal/mol less favorable.


<one>
Formula: C4H12NO2
Source: OMol25
Level of theory: ωB97M-V/def2-TZVPD

```
19
Properties=species:S:1:pos:R:3:lowdin_charge:R:1
C -2.0656 0.2949 1.1856 -0.499
O -1.0213 0.3345 1.9899 -0.348
C -1.6650 0.7038 -0.4604 -0.205
C -0.5709 -0.0441 -1.1580 -0.234
C -0.2669 -1.4961 -0.5012 -0.254
N 0.6915 -1.4267 0.6513 -0.056
H -2.8016 -0.5045 1.0573 0.043
H -2.7639 1.0777 1.6221 0.060
H -2.6580 0.6393 -0.9696 0.074
H -1.3330 1.7258 -0.5025 0.056
H -0.9301 -0.2347 -2.1822 0.082
H 0.3527 0.4713 -1.1645 0.066
H 0.3278 -1.9295 -1.3550 0.079
H -1.0746 -2.0865 -0.1273 0.082
H 0.1157 -1.2725 1.4971 0.025
H 1.1891 -0.5411 0.6878 0.033
H 3.4876 1.6700 -0.7067 0.027
H 4.0296 1.5995 -2.2385 0.056
O 4.0999 1.2432 -1.3115 -0.087
```

Its LUMO energy is 3.19 eV. As for the HOMO energy: -0.087 Ha. As for the charge: -1.


<two>
Formula: C4H12NO2
Source: OMol25
Level of theory: ωB97M-V/def2-TZVPD

```
19
Properties=species:S:1:pos:R:3:lowdin_charge:R:1
C 1.8120 0.7783 -0.9222 -0.101
C 1.9553 -0.0361 0.3576 -0.301
N 0.8292 0.1253 1.2887 -0.090
C -0.2372 -0.8530 1.1268 -0.273
C -1.6037 -0.1556 1.1151 -0.474
O -1.7934 0.6058 0.0043 -0.335
H 1.3868 0.1942 -1.7396 0.067
H 1.1383 1.6231 -0.7508 0.069
H 2.7623 1.1800 -1.2785 0.051
H 2.8569 0.2698 0.8866 0.081
H 2.0411 -1.0881 0.1104 0.092
H 0.3745 1.0044 1.0612 0.073
H -0.1589 -1.3795 0.1667 0.103
H -0.2241 -1.6619 1.8737 0.088
H -1.6042 0.4943 2.0368 0.086
H -2.3904 -0.9213 1.3178 0.084
H -2.0153 0.0982 -1.4747 -0.018
H -2.9520 0.0665 -2.7845 -0.020
O -2.1770 -0.3443 -2.3956 -0.182
```

Its LUMO energy is 4.15 eV. As for the HOMO energy: -0.119 Ha. As for the charge: -1.


Stability ranking, top entry: <two>; the second entry is 41.2 kcal/mol less favorable.


<one>
Formula: C4H12NO2
Source: OMol25
Level of theory: ωB97M-V/def2-TZVPD

```
19
Properties=species:S:1:pos:R:3:lowdin_charge:R:1
C 0.1412 0.2333 1.2251 -0.354
O -0.2701 1.3866 0.4301 -0.348
C 0.7151 -1.0445 0.4500 -0.252
C -0.2051 -1.7908 -0.5267 -0.276
C -0.9578 -0.9089 -1.4931 -0.280
N -0.2264 0.2546 -2.2233 -0.057
H -0.5569 -0.0671 2.0821 0.096
H 1.0134 0.4464 1.9028 0.078
H 1.0773 -1.8489 1.2787 0.123
H 1.7010 -0.8485 -0.0192 0.080
H -0.9376 -2.1804 0.2591 0.121
H 0.5397 -2.3848 -1.0155 0.080
H -1.3119 -1.5640 -2.3513 0.086
H -1.7482 -0.2359 -0.8919 0.140
H -0.3220 1.0637 -1.5990 0.010
H 0.8171 0.1822 -2.3305 0.052
H -0.1077 2.4015 1.3687 -0.114
H 0.6954 3.6752 1.5172 -0.008
O -0.0562 3.2304 1.9367 -0.178
```

Its LUMO energy is 4.02 eV. As for the HOMO energy: -0.135 Ha. As for the charge: -1.


<two>
Formula: C4H12NO2
Source: OMol25
Level of theory: ωB97M-V/def2-TZVPD

```
19
Properties=species:S:1:pos:R:3:lowdin_charge:R:1
C 1.4658 -1.2966 -0.5605 -0.479
O 1.8222 -1.6449 0.6946 -0.367
C 0.2767 -0.2094 -0.4416 -0.376
C 0.9678 1.1382 -0.1268 -0.250
C -0.0199 2.2888 -0.0688 -0.134
N -0.6896 -0.7116 0.5574 0.008
H 1.1803 -2.2101 -1.1378 0.078
H 2.2592 -0.7069 -1.0738 0.070
H -0.3157 -0.0186 -1.3597 0.116
H 1.5000 1.3081 -1.0701 0.096
H 1.6206 0.9957 0.7289 0.107
H -0.5912 2.3293 -0.9976 0.063
H -0.7918 2.1323 0.6981 0.062
H 0.5014 3.2268 0.1418 0.057
H -0.5591 -0.1954 1.4207 0.090
H -0.3872 -1.6701 0.7340 0.084
H -3.0564 0.6472 -0.7849 -0.025
H -2.0951 -0.2654 0.0435 -0.030
O -3.0717 0.0855 -0.0191 -0.170
```

Its LUMO energy is 3.89 eV. As for the HOMO energy: -0.103 Ha. As for the charge: -1.


<three>
Formula: C4H12NO2
Source: OMol25
Level of theory: ωB97M-V/def2-TZVPD

```
19
Properties=species:S:1:pos:R:3:lowdin_charge:R:1
C 0.3568 0.2430 -1.9199 -0.141
N 0.1212 1.4846 -1.1722 -0.130
C -0.7824 1.3287 -0.0317 -0.282
C -0.1257 1.1222 1.3129 -0.224
C 0.6311 -0.2260 1.4765 -0.502
O 0.0264 -1.2943 0.9479 -0.320
H 1.2920 0.2889 -2.4882 0.066
H -0.4634 0.1238 -2.6229 0.062
H 0.4059 -0.6330 -1.2806 0.052
H 1.0038 1.8417 -0.8236 0.080
H -1.3937 0.4301 -0.1602 0.106
H -1.4666 2.1869 -0.0116 0.088
H 0.5652 1.9175 1.6336 0.088
H -0.9011 1.1774 2.0903 0.090
H 1.6993 -0.0714 1.1854 0.080
H 0.7209 -0.3391 2.5891 0.077
H -0.1731 -2.5347 -0.0677 -0.044
H -1.1664 -3.6591 -0.1099 0.001
O -0.3501 -3.3870 -0.5471 -0.148
```

Its LUMO energy is 4.28 eV. As for the HOMO energy: -0.116 Ha. As for the charge: -1.


Stability ranking, top entry: <three>; the second entry is 3.7 kcal/mol less favorable.